No. 1
The following is a DFT calculation (ωB97M-V/def2-TZVPD) of a structure of composition C21H22BrIrN2O6S2.

Last column: Löwdin spin population.
Atoms and positions in Å:
Ir: 0.229 0.007 0.434  0.50
O: 2.202 -0.001 0.780  0.10
N: 2.726 1.200 1.080  0.03
C: 3.950 1.195 1.654  -0.02
C: 4.574 2.379 1.924  0.03
C: 3.933 3.579 1.595  -0.01
C: 2.690 3.554 1.014  0.02
C: 2.067 2.330 0.747  0.01
S: 0.517 2.191 0.000  0.25
H: 4.342 0.214 1.872  0.00
H: 5.545 2.369 2.395  0.00
H: 4.411 4.525 1.806  0.00
H: 2.167 4.464 0.755  0.00
C: -1.420 -2.965 -5.823  0.00
C: -1.675 -2.087 -4.629  0.00
C: -2.626 -2.424 -3.676  0.00
C: -2.865 -1.626 -2.565  0.00
C: -3.922 -2.039 -1.574  0.00
C: -2.112 -0.455 -2.391  0.00
C: -1.172 -0.078 -3.352  0.00
C: -0.403 1.210 -3.280  0.00
C: -0.971 -0.903 -4.453  0.00
C: -2.464 0.330 -1.152  0.00
O: -3.507 0.933 -1.073  0.00
O: -1.700 0.226 -0.065  0.00
H: -2.190 -3.729 -5.923  0.00
H: -0.456 -3.471 -5.735  0.00
H: -1.398 -2.380 -6.742  0.00
H: -3.207 -3.331 -3.803  0.00
H: -4.212 -3.075 -1.736  0.00
H: -4.805 -1.407 -1.673  0.00
H: -3.582 -1.939 -0.540  0.00
H: -0.994 2.007 -2.827  0.00
H: -0.121 1.534 -4.281  0.00
H: 0.519 1.097 -2.706  0.00
H: -0.256 -0.595 -5.209  0.00
C: -2.777 -0.590 2.597  0.00
S: -1.034 -0.701 2.734  0.00
O: -0.526 -1.595 1.618  0.02
O: -0.676 -1.086 4.049  0.00
O: -0.449 0.638 2.285  0.03
H: -3.165 -1.603 2.692  0.00
H: -3.023 -0.141 1.638  0.00
H: -3.117 0.024 3.429  0.00
Br: -1.671 -4.659 -2.044  0.00
C: -0.216 -3.489 -1.873  0.00
C: 1.038 -3.828 -2.354  0.01
C: 2.082 -2.940 -2.148  0.00
C: 1.850 -1.764 -1.469  0.01
N: 0.627 -1.439 -1.021  0.01
C: -0.394 -2.288 -1.219  0.00
H: 1.192 -4.766 -2.870  0.00
H: 3.078 -3.155 -2.505  0.00
H: 2.636 -1.048 -1.294  0.00
H: -1.357 -2.009 -0.815  0.00

E_tot, a.u.: -4848.8496
Relative energy (zero: lowest compared OMol25 entry of this formula, charge and spin), kcal/mol: 18.5
Multiplicity: 2
Charge: +1
LUMO energy (spin up / spin down), eV: -3.9 / -6.0
HOMO-LUMO gap (spin up / spin down), Eh: 0.2668 / 0.1888
E_HOMO (spin up / spin down), Eh: -0.410 / -0.410

No. 2
The following is a DFT calculation (ωB97M-V/def2-TZVPD) of a cluster of 8 separate species, C48H120N8O16 in total.

Last column: Mulliken charge in e.
Atoms and positions in Å:
C: 2.209 -4.472 0.100  -0.92
O: 2.309 -5.131 1.260  -0.10
C: 3.356 -4.687 2.123  -0.53
C: 3.163 -5.401 3.406  -0.84
N: 2.163 -4.783 4.226  -0.23
C: 1.791 -5.622 5.296  -0.70
C: 0.800 -4.933 6.232  -0.71
O: -0.376 -4.630 5.477  -0.17
C: -1.283 -3.753 6.168  -0.74
H: 2.928 -4.839 -0.649  0.26
H: 2.356 -3.384 0.138  0.23
H: 1.203 -4.642 -0.277  0.40
H: 3.154 -3.621 2.328  0.15
H: 4.344 -4.853 1.685  0.49
H: 4.106 -5.528 3.950  0.53
H: 2.894 -6.459 3.204  0.28
H: 1.321 -4.576 3.701  0.21
H: 2.636 -5.903 5.958  0.47
H: 1.412 -6.626 5.026  0.29
H: 1.263 -4.015 6.639  0.37
H: 0.576 -5.556 7.114  0.39
H: -0.756 -2.795 6.322  0.31
H: -1.573 -4.165 7.142  0.23
H: -2.150 -3.574 5.538  0.29
C: 8.316 1.371 -2.990  -0.80
O: 7.083 1.901 -2.703  -0.28
C: 6.278 0.920 -2.138  -0.85
C: 4.891 1.482 -1.935  0.16
N: 4.893 2.544 -0.939  -0.29
C: 4.940 2.088 0.429  -0.33
C: 4.477 3.151 1.376  -1.18
O: 3.136 3.316 1.202  0.16
C: 2.539 4.166 2.139  -0.61
H: 8.301 0.512 -3.669  0.29
H: 8.830 1.080 -2.062  0.33
H: 8.918 2.159 -3.439  0.26
H: 6.683 0.662 -1.154  0.44
H: 6.191 0.058 -2.812  0.41
H: 4.192 0.664 -1.663  -0.18
H: 4.576 1.855 -2.913  0.06
H: 4.133 3.205 -1.041  0.37
H: 5.978 1.842 0.678  0.36
H: 4.333 1.174 0.554  0.19
H: 5.021 4.078 1.155  0.40
H: 4.698 2.856 2.407  0.51
H: 2.515 3.727 3.151  0.29
H: 1.518 4.356 1.813  -0.14
H: 3.079 5.121 2.236  0.32
C: 0.524 6.198 -0.677  -1.04
O: -0.010 4.968 -0.238  0.37
C: -1.058 5.168 0.688  -1.13
C: -1.590 3.806 1.019  -0.04
N: -2.040 3.066 -0.159  -0.24
C: -2.325 1.671 0.183  -0.02
C: -2.928 0.868 -0.988  0.39
O: -3.804 -0.131 -0.395  -0.47
C: -4.279 -1.064 -1.332  -0.77
H: 1.189 6.101 -1.526  0.28
H: 1.062 6.596 0.188  0.27
H: -0.289 6.862 -0.988  0.33
H: -1.856 5.783 0.229  0.49
H: -0.729 5.707 1.593  0.43
H: -2.338 3.805 1.814  0.55
H: -0.732 3.241 1.467  -0.28
H: -1.320 3.163 -0.871  -0.08
H: -3.052 1.647 0.991  0.96
H: -1.406 1.166 0.543  -0.39
H: -2.164 0.290 -1.521  -0.60
H: -3.524 1.515 -1.637  0.23
H: -4.604 -1.967 -0.795  0.33
H: -3.477 -1.405 -1.996  0.29
H: -5.174 -0.714 -1.860  0.28
C: -5.613 -5.219 10.005  -0.71
O: -5.371 -3.933 9.468  -0.36
C: -4.233 -3.878 8.647  -0.77
C: -4.059 -2.499 8.081  -0.14
N: -2.996 -1.743 8.763  -0.47
C: -3.035 -0.278 8.427  -1.04
C: -2.356 0.117 7.116  -0.05
O: -0.986 0.001 7.240  -0.39
C: -0.293 0.359 6.054  -0.81
H: -5.395 -5.976 9.228  0.31
H: -6.662 -5.249 10.280  0.25
H: -4.987 -5.472 10.872  0.26
H: -4.377 -4.569 7.790  0.39
H: -3.350 -4.256 9.188  0.38
H: -4.959 -1.947 8.372  0.52
H: -3.921 -2.571 7.000  0.06
H: -2.124 -2.038 8.308  0.23
H: -2.469 0.193 9.242  0.34
H: -4.063 0.067 8.522  0.49
H: -2.681 1.166 6.935  0.43
H: -2.814 -0.432 6.276  0.15
H: -0.026 1.419 6.030  0.46
H: -0.793 0.015 5.138  0.19
H: 0.644 -0.220 6.027  0.32
C: -1.542 0.694 -4.477  -0.89
O: -0.182 0.437 -4.520  -0.17
C: 0.229 -0.505 -5.447  -0.93
C: 1.683 -0.235 -5.684  -0.37
N: 1.839 1.149 -6.193  -0.43
C: 3.194 1.656 -6.001  0.23
C: 4.297 0.704 -6.376  -0.68
O: 5.460 1.471 -6.253  -0.30
C: 6.659 0.707 -6.365  -0.55
H: -1.639 1.480 -3.736  -0.16
H: -2.078 -0.169 -4.036  0.29
H: -2.051 0.890 -5.421  0.67
H: -0.368 -0.460 -6.369  0.39
H: 0.077 -1.552 -5.132  0.37
H: 2.120 -0.986 -6.348  0.52
H: 2.182 -0.355 -4.696  0.08
H: 1.247 1.652 -5.526  0.13
H: 3.368 1.874 -4.933  -0.41
H: 3.273 2.581 -6.565  0.39
H: 4.185 0.306 -7.395  0.49
H: 4.318 -0.142 -5.673  0.35
H: 7.444 1.451 -6.444  0.25
H: 6.616 0.043 -7.230  0.33
H: 6.795 0.136 -5.439  0.10
C: 0.448 4.037 -4.963  -0.89
O: 0.835 3.058 -3.995  0.42
C: 1.042 3.593 -2.715  -1.24
C: 1.358 2.499 -1.766  0.04
N: 0.281 1.528 -1.824  2.29
C: 0.548 0.365 -0.980  -1.40
C: 0.938 0.799 0.414  0.43
O: 0.699 -0.307 1.247  0.10
C: 1.104 -0.085 2.618  -0.51
H: -0.449 4.544 -4.587  0.14
H: 0.200 3.466 -5.854  0.33
H: 1.267 4.730 -5.175  0.27
H: 0.205 4.166 -2.307  0.29
H: 1.923 4.259 -2.794  0.28
H: 1.271 2.968 -0.780  0.17
H: 2.352 2.048 -1.912  -0.24
H: 0.230 1.121 -2.759  -0.84
H: 1.365 -0.187 -1.473  0.63
H: -0.335 -0.273 -0.962  0.58
H: 0.343 1.669 0.729  -0.32
H: 1.996 1.084 0.335  -0.51
H: 2.152 0.245 2.674  0.26
H: 1.050 -1.026 3.177  -0.06
H: 0.355 0.590 3.069  0.19
C: -2.247 -1.968 1.908  -0.03
O: -1.934 -3.331 2.092  -0.49
C: -0.569 -3.594 1.828  0.40
C: -0.312 -5.066 2.023  -0.54
N: -0.523 -5.855 0.853  0.05
C: -0.251 -7.254 1.102  -0.20
C: -0.322 -7.996 -0.190  -0.37
O: -0.214 -9.431 -0.014  -0.38
C: 1.087 -9.908 0.244  -0.60
H: -3.291 -1.850 2.175  0.48
H: -2.054 -1.712 0.856  0.03
H: -1.622 -1.277 2.495  -0.25
H: 0.045 -2.967 2.490  -0.38
H: -0.257 -3.345 0.794  0.14
H: -0.945 -5.379 2.873  0.68
H: 0.723 -5.169 2.366  -0.47
H: -1.488 -5.737 0.565  0.30
H: -0.994 -7.661 1.813  0.29
H: 0.705 -7.415 1.597  -0.06
H: 0.491 -7.671 -0.865  0.29
H: -1.252 -7.851 -0.746  0.26
H: 0.986 -10.817 0.840  0.27
H: 1.700 -9.242 0.867  0.22
H: 1.604 -10.103 -0.700  0.27
C: -5.184 1.218 -4.453  -0.34
O: -5.174 2.638 -4.229  -0.44
C: -3.873 3.109 -3.992  1.10
C: -3.906 4.605 -4.140  -1.09
N: -4.325 4.958 -5.508  -0.29
C: -4.423 6.408 -5.638  -0.67
C: -4.796 6.890 -7.045  -0.49
O: -4.354 8.204 -7.406  -0.39
C: -4.418 9.217 -6.406  -0.65
H: -4.629 0.678 -3.677  -0.09
H: -4.738 1.034 -5.443  0.30
H: -6.219 0.890 -4.437  0.30
H: -3.295 2.708 -4.842  -0.03
H: -3.373 2.733 -3.096  -0.54
H: -2.959 5.066 -3.865  0.37
H: -4.680 4.989 -3.444  0.40
H: -5.210 4.477 -5.618  0.28
H: -3.561 6.971 -5.287  0.43
H: -5.304 6.717 -5.028  0.35
H: -5.878 6.846 -7.234  0.26
H: -4.326 6.251 -7.801  0.36
H: -4.887 10.134 -6.778  0.27
H: -3.415 9.515 -6.061  0.24
H: -4.969 8.889 -5.523  0.29

E_tot, a.u.: -3542.2834
Relative energy (zero: lowest compared OMol25 entry of this formula, charge and spin), kcal/mol: 53.0
LUMO energy, eV: 0.4
HOMO-LUMO gap, Eh: 0.3305
E_HOMO, Eh: -0.315
SMILES string: COCCNCCOC.COCCNCCOC.COCCNCCOC.COCCNCCOC.COCCNCCOC.COCCNCCOC.COCCNCCOC.COCCNCCOC